# 1
Density functional theory data (wB97M-V/def2-TZVPD) for a cluster of 2 separate species, C22H21N6O2 in total at a distorted geometry.

Structure (XYZ):
```
51
Properties=species:S:1:pos:R:3:nbo_charge:R:1
N -1.363 0.721 0.613 -0.18
H 2.518 0.878 5.253 0.18
C 2.248 0.053 -5.146 -0.14
H 3.156 1.749 -4.186 0.20
H -2.032 -1.277 0.878 0.43
C -6.556 -2.902 1.405 -0.24
N -1.095 1.950 0.434 -0.11
H -3.198 -3.462 1.091 0.21
C 2.819 0.717 -4.071 -0.31
H 3.612 2.107 2.030 0.21
H -0.242 4.357 -0.309 0.23
C -6.557 -1.509 1.224 -0.21
C 3.023 0.064 -2.814 0.15
H 2.678 -0.624 4.358 0.19
H 4.205 0.563 2.621 0.24
C -2.767 0.546 0.924 0.74
O -0.009 0.979 2.843 -0.67
C 1.290 2.005 1.156 -0.29
H 1.424 3.779 -0.648 0.22
C 3.840 0.054 -0.500 0.30
C 2.727 -1.334 -2.760 -0.31
N 4.245 -0.422 0.496 -0.53
H 1.901 -3.037 -3.784 0.21
H 4.046 1.953 3.738 0.17
H 3.799 1.780 -1.711 0.21
H -7.494 -0.959 1.229 0.21
N 2.239 1.040 3.183 -0.41
H 1.047 0.086 4.598 0.25
H 2.235 2.456 0.868 0.22
C -5.350 -0.809 1.061 -0.20
C 3.515 0.730 -1.663 -0.64
C -5.348 -3.610 1.361 -0.20
C 0.365 3.485 -0.607 -0.63
C -4.128 -1.512 1.065 0.15
C 0.191 2.364 0.385 0.21
H -7.482 -3.448 1.581 0.21
N -2.928 -0.822 0.971 -0.59
C 1.227 -1.954 -6.126 0.32
H 2.059 0.582 -6.080 0.21
C 1.887 -1.297 -5.044 -0.32
C -4.145 -2.925 1.169 -0.24
H -5.339 0.275 0.956 0.25
N 0.666 -2.455 -7.031 -0.42
C 3.592 1.435 2.882 -0.41
H -5.331 -4.695 1.474 0.21
C 2.100 0.309 4.411 -0.41
H 0.033 3.181 -1.613 0.23
O -3.588 1.425 1.128 -0.58
H 2.983 -1.905 -1.860 0.22
C 1.123 1.318 2.420 0.63
C 2.159 -1.981 -3.851 -0.13
```

Properties
net charge	-1
LUMO	1.1	eV
energy	-1329.9469	Eh
HOMO	-3.46	eV
spin multiplicity	1

=====

# 2
Density functional theory data (wB97M-V/def2-TZVPD) for the molecule C22H21NO6 at a distorted geometry.

Structure (XYZ):
```
50
Properties=species:S:1:pos:R:3:nbo_charge:R:1
H -1.493 -3.722 -1.239 0.21
H 0.587 3.963 -0.298 0.24
C 1.317 2.998 1.503 -0.45
O 0.133 0.098 -3.286 -0.51
H 0.040 -2.636 5.646 0.16
O -2.353 -1.434 -0.018 -0.65
C -1.784 -3.304 -2.194 -0.22
H 4.240 5.077 -0.477 0.19
N 0.017 2.011 -0.384 -0.41
C -0.171 0.138 1.203 -0.03
C 0.467 -1.683 5.297 0.24
C -0.113 0.571 -2.199 0.46
H 2.625 -1.719 1.792 0.23
H -1.784 1.316 0.430 0.21
O -0.551 -0.893 4.718 -0.49
C 1.063 -1.296 3.194 0.22
O 1.197 2.651 -2.230 -0.60
O 1.467 -1.937 4.334 -0.48
H 3.195 1.943 1.695 0.19
H -2.395 -0.328 -3.683 0.23
C -0.796 0.059 2.450 -0.28
H 2.528 5.244 -0.035 0.15
C -0.818 0.925 0.082 -0.06
H 2.600 2.056 0.023 0.17
H -0.681 3.503 0.867 0.20
C -2.268 -1.393 -3.575 -0.15
C 0.263 3.192 0.406 -0.22
C -2.308 -3.602 -4.514 -0.19
C 1.039 -0.500 0.975 -0.22
C 1.683 -1.229 1.970 -0.25
C -1.919 -1.923 -2.336 -0.06
H -2.852 -2.250 -0.162 0.50
C -1.968 -4.137 -3.282 -0.21
H 1.497 -0.429 0.000 0.22
C 0.479 1.867 -1.647 0.58
H 0.907 -1.147 6.154 0.16
H -1.741 0.540 2.640 0.23
C -0.159 -0.664 3.427 0.29
H 1.417 3.933 2.057 0.22
C -2.461 -2.232 -4.655 -0.21
H 0.969 2.231 2.196 0.22
H -2.451 -4.254 -5.363 0.22
H -2.730 -1.816 -5.614 0.22
H -1.844 -5.203 -3.168 0.22
C 2.705 2.600 0.971 -0.06
C -0.985 0.066 -1.150 -0.26
H 3.033 3.959 -1.167 0.20
C -1.733 -1.063 -1.160 0.43
O 3.599 3.674 0.813 -0.54
C 3.321 4.527 -0.277 -0.26
```

Properties
net charge	0
LUMO	-0.4	eV
energy	-1357.1090	Eh
HOMO	-8.23	eV
structure (SMILES)	COCCCN1C(=O)C(=O)/C(=C(/O)c2ccccc2)[C@H]1c1ccc2c(c1)OCO2
spin multiplicity	1

=====

# 3
Density functional theory data (wB97M-V/def2-TZVPD) for a structure of composition C22H22AgBrF9I2N5OS.

Structure (XYZ):
```
64
Properties=species:S:1:pos:R:3:nbo_charge:R:1
F 0.004 6.346 0.169 -0.34
C -4.457 0.088 0.554 -0.31
H -0.570 0.021 2.517 0.23
H -2.021 -0.433 3.411 0.20
N 0.517 -0.053 -1.577 -0.43
F 2.931 3.547 -0.396 -0.29
H 0.990 -3.444 -0.932 0.25
C -2.332 -4.139 1.955 -0.35
C -3.189 0.641 0.692 0.17
N 0.995 -1.157 -2.224 -0.23
S 0.662 0.588 -4.035 0.26
F -1.218 5.072 1.418 -0.33
C 3.262 -1.706 -4.598 -0.61
N -0.287 2.112 -1.983 -0.82
H 3.738 -2.490 -5.192 0.19
H 3.078 1.331 2.044 0.21
C 1.144 -0.999 -3.485 0.05
N -2.082 0.091 0.264 -0.44
H -0.124 2.365 -0.974 0.46
H 3.777 -1.610 -3.640 0.26
C 1.782 -2.021 -4.368 -0.44
C 0.854 4.085 0.662 0.05
N 1.047 -1.830 1.104 -0.57
H -0.419 -0.865 4.021 0.22
C -0.353 5.058 0.388 0.95
C -1.024 -0.770 3.116 -0.64
F 0.524 3.773 3.008 -0.31
Ag 1.327 0.187 0.650 1.09
C -0.071 -2.459 1.461 0.09
C -4.544 -1.139 -0.081 -0.17
H -3.195 -4.767 2.138 0.18
H -1.247 -1.522 -0.688 0.23
C 0.266 0.949 -2.376 0.28
O 0.489 2.823 0.501 -0.85
C -1.322 -4.535 1.077 -0.21
H -5.326 0.604 0.936 0.22
H -1.393 -5.493 0.566 0.18
H 0.605 -5.157 -0.575 0.18
H -2.956 -2.568 3.272 0.19
C -2.186 -2.910 2.586 -0.20
F 2.654 5.644 0.042 -0.34
I 1.961 0.867 4.377 0.01
H 3.162 -0.429 2.397 0.21
C 1.341 4.345 2.129 0.96
C 2.530 0.449 2.363 -0.83
H 1.676 -2.978 -3.854 0.23
C 2.020 4.500 -0.308 0.95
C -2.181 -1.090 -0.354 0.08
C 0.851 -4.184 -0.139 -0.64
F -1.042 4.664 -0.693 -0.33
Br -3.018 2.321 1.568 0.05
I 4.168 0.172 -0.863 -0.90
C -0.221 -3.747 0.816 -0.07
F 2.570 3.839 2.317 -0.32
H 1.247 -2.092 -5.319 0.19
F 1.536 4.714 -1.563 -0.35
F 1.408 5.663 2.453 -0.35
H 3.382 -0.756 -5.124 0.20
H -0.144 2.891 -2.604 0.38
C -3.387 -1.743 -0.547 -0.26
C -1.101 -2.072 2.376 -0.11
H -3.403 -2.715 -1.020 0.22
H 1.821 -4.254 0.363 0.22
H -5.507 -1.621 -0.200 0.20
```

Properties
net charge	-2
LUMO (spin up / spin down)	4.1 / 4.1	eV
energy	-5813.9427	Eh
HOMO (spin up / spin down)	-1.33 / -1.37	eV
spin multiplicity	1

=====

# 4
Density functional theory data (wB97M-V/def2-TZVPD) for a structure of composition C22H22AgN3O7S2.

Structure (XYZ):
```
57
Properties=species:S:1:pos:R:3:nbo_charge:R:1
H 2.101 -0.387 4.051 0.18
H -3.334 0.310 1.532 0.24
O 5.236 -4.241 -4.527 -1.04
C 1.822 -2.239 -2.896 -0.22
H 1.091 -4.191 -0.238 0.20
H 3.465 -2.580 -4.254 0.23
N -0.051 -2.045 -1.340 -0.86
O 5.668 -5.192 -2.313 -1.03
H -3.272 1.710 -2.016 0.26
C 1.133 -2.710 -1.788 0.14
C 1.002 0.957 2.149 0.09
H 4.052 -1.617 -0.315 0.22
H -4.910 5.773 -0.226 0.20
H -3.123 4.136 -0.833 0.23
O -2.997 -1.604 -0.737 -1.02
C -3.726 0.585 0.553 -0.83
H 0.655 1.087 3.182 0.15
C 2.927 -2.927 -3.381 -0.19
S 4.733 -5.043 -3.419 2.42
C 2.641 -0.317 0.653 0.40
C -4.419 5.710 1.873 -0.20
O -1.779 3.803 3.463 -0.71
H -4.478 0.357 -2.089 0.22
H -3.729 1.669 0.450 0.26
N -0.578 2.497 1.658 -0.52
C -3.271 4.446 0.195 -0.19
C -2.418 3.894 1.144 -0.16
C -3.584 5.178 2.841 -0.30
H -5.194 6.410 2.164 0.19
O -1.422 2.514 -0.515 -0.81
O 4.110 -6.297 -3.826 -1.03
H -3.689 5.448 3.885 0.21
C 3.374 -4.082 -2.749 -0.35
H 4.831 -2.729 1.727 0.20
C -4.266 5.352 0.536 -0.29
C 2.078 0.002 1.946 -0.20
C -1.383 2.899 0.689 0.58
H -2.930 0.242 -2.981 0.23
Ag 0.041 0.460 -0.752 0.83
H -1.108 3.200 2.984 0.50
C 3.532 -1.618 3.055 -0.34
N 0.428 1.638 1.230 -0.38
O 2.299 0.245 -0.440 -0.80
H 3.868 -2.111 3.958 0.19
H 1.496 -1.317 -3.368 0.19
S -2.650 -0.145 -0.679 1.28
C 2.719 -4.516 -1.601 -0.17
H 3.083 -5.400 -1.091 0.22
C 1.606 -3.839 -1.126 -0.26
H -0.558 -2.578 -0.646 0.39
C 4.073 -1.956 1.798 -0.19
C 3.649 -1.336 0.652 -0.31
H -4.711 0.144 0.393 0.22
C 2.548 -0.657 3.096 -0.18
C -3.423 0.632 -2.092 -0.83
H -0.686 -1.902 -2.114 0.38
C -2.570 4.277 2.495 0.34
```

Properties
net charge	-2
LUMO	3.9	eV
energy	-2485.9277	Eh
HOMO	-2.09	eV
spin multiplicity	1

=====

# 5
Density functional theory data (wB97M-V/def2-TZVPD) for a structure of composition C22H22AsF6N4O8Ru at a distorted geometry.

Structure (XYZ):
```
64
Properties=species:S:1:pos:R:3:nbo_charge:R:1
Ru 0.136 0.568 0.553 1.64
C 2.908 0.273 -0.940 0.47
C 1.686 4.326 1.590 -0.21
H -0.356 0.968 3.043 0.17
O 1.801 -2.923 2.054 -0.60
C -2.515 0.834 3.058 -0.16
C 0.351 2.622 0.482 -0.19
C -0.478 3.617 -0.058 -0.06
C -0.180 4.952 0.228 -0.18
H 2.506 4.586 2.240 0.25
C 0.880 5.307 1.040 -0.14
C -0.810 2.555 -2.911 -0.42
H -3.881 2.051 -1.636 0.25
H -1.005 3.504 -3.408 0.22
H 2.072 2.237 1.731 0.23
H -3.188 1.409 -3.129 0.25
H -4.632 0.716 3.365 0.24
F -1.744 -2.939 -2.241 -0.56
O -3.544 2.153 1.356 -0.58
C 2.291 -1.268 0.464 0.00
C -2.254 -0.327 5.521 0.04
C -1.767 3.401 -0.821 -0.27
H 0.193 2.562 -2.490 0.22
C -1.246 0.636 3.587 -0.11
H 2.856 -3.812 1.087 0.53
C 3.906 -3.176 -0.441 0.77
H -1.601 1.438 -1.380 0.48
O -0.991 -1.158 7.228 -0.36
O 0.587 -1.043 2.013 -0.67
N -1.800 2.339 -1.848 -0.38
H 1.065 6.347 1.259 0.24
H -3.399 3.156 -2.947 0.22
O -1.811 0.898 0.817 -0.70
H -0.818 5.730 -0.165 0.23
F -2.124 -0.470 -1.945 -0.64
C 3.063 1.551 -1.664 -0.67
H 2.374 2.294 -1.264 0.24
O 3.516 -4.093 0.390 -0.64
O -3.127 -1.378 7.341 -0.35
C -1.108 0.035 4.825 -0.19
H -0.138 -0.175 5.249 0.26
C 1.490 -1.827 1.617 0.79
N 2.078 0.035 0.074 -0.54
C -3.152 2.236 -2.422 -0.42
F 0.257 0.050 -1.973 -0.69
C 3.271 -1.816 -0.324 0.06
C 1.425 2.998 1.294 -0.17
H -0.870 1.749 -3.644 0.26
H 2.862 1.404 -2.725 0.26
H 4.085 1.915 -1.568 0.26
N 3.638 -0.820 -1.189 -0.45
N -2.111 -1.012 6.811 0.53
C -3.524 -0.057 5.033 -0.17
H -4.393 -0.313 5.619 0.26
As -0.750 -1.591 -2.164 2.84
F 0.780 -2.391 -2.215 -0.59
C -2.667 1.364 1.645 0.80
O 4.739 -3.318 -1.299 -0.56
C -3.657 0.519 3.782 -0.16
H -2.043 4.338 -1.313 0.23
F -0.641 -1.587 -0.365 -0.62
H -2.556 3.172 -0.088 0.30
F -0.747 -1.236 -3.859 -0.59
H 4.310 -0.968 -1.932 0.47
```

Properties
net charge	+1
LUMO (spin up / spin down)	-5.2 / -7.1	eV
energy	-4602.1311	Eh
HOMO (spin up / spin down)	-12.69 / -12.68	eV
spin multiplicity	5